Molecular formula: C29H29CdN5O3S4
Method: DFT, the ωB97M-V functional and the def2-TZVPD basis

- maximum force (eV Å⁻¹) = 0.3
- E (eV) = -92043.3245
- HOMO-LUMO gap (eV) = 7.054
- molecular weight (u) = 736.3
- charge = -2
- energy above the lowest of the compared OMol25 structures with the same formula, charge and spin (kJ/mol) = 0.00

Structure (XYZ):
```
71
Properties=species:S:1:pos:R:3:forces:R:3
Cd -0.1574 -0.4830 1.3452 -0.07 0.08 -0.02
S 0.0488 -5.0655 5.4213 0.01 0.02 -0.01
S 1.6269 -0.6520 -1.6258 0.01 0.01 0.00
S 0.9944 -0.4573 -6.3189 0.02 0.02 0.05
S -1.5797 -3.4147 3.5137 -0.01 0.05 0.04
O 1.6526 -0.8868 -0.1326 -0.03 -0.02 0.03
O -2.0549 -1.5660 0.9851 -0.01 -0.05 0.00
O -2.5578 1.0796 2.2630 0.03 -0.04 0.04
N 3.6574 0.3211 -6.8871 0.02 0.01 0.07
N 1.1955 -0.8924 3.0437 0.29 -0.03 -0.20
N -0.8636 -2.5919 5.8290 0.01 -0.01 0.00
N 2.7177 -1.2150 4.9459 -0.05 0.06 0.00
N 1.7035 -1.2837 7.2102 0.00 0.03 0.02
C -1.4366 -1.3935 5.2297 0.02 0.00 -0.03
C 3.6585 -0.3488 -3.4330 0.02 0.01 -0.01
C 1.1997 1.0722 -1.8491 0.00 -0.01 -0.01
C 5.6597 -0.4918 -1.5023 0.00 0.00 0.00
C -2.5262 -0.4915 -1.1263 0.02 0.01 -0.01
C -1.9382 0.8192 0.9748 0.05 0.02 -0.06
C -2.6650 -0.4504 0.4065 0.00 -0.02 0.11
C 0.5559 3.7164 -2.2126 0.00 0.00 -0.01
C -1.6318 -1.3847 -1.7066 0.01 -0.01 0.00
C -1.4497 -1.4387 -3.0853 -0.01 0.01 -0.01
C -3.0986 0.2703 -3.3584 -0.01 0.01 0.00
C 2.5587 0.0070 -6.6536 -0.03 -0.02 -0.13
C 4.9890 -0.2383 -3.8069 0.00 -0.01 0.00
C -2.1761 -0.6050 -3.9201 0.00 -0.01 0.00
C 0.3077 2.8009 -3.2243 0.00 0.01 0.00
C 1.1286 3.3042 -1.0142 0.00 0.00 0.01
C -4.1625 -0.4592 0.7608 -0.04 0.00 -0.03
C 1.4553 1.9722 -0.8254 0.00 0.01 0.00
C -1.9897 2.0994 0.1661 -0.04 0.00 0.02
C 1.9159 -1.0453 3.9436 -0.22 -0.03 0.21
C -1.7802 1.8167 3.1560 0.00 0.01 -0.01
C -3.2727 0.3211 -1.9835 0.01 0.01 -0.01
C -0.7660 -3.6706 5.0387 0.03 -0.12 -0.01
C 3.3519 -0.5137 -2.0898 0.01 0.01 -0.01
C 0.6248 1.4601 -3.0471 0.00 0.00 0.00
C 2.1527 -1.2427 6.1396 0.04 -0.07 -0.07
C -2.3488 -1.8863 4.1141 -0.07 0.06 0.02
C 4.3301 -0.5967 -1.1145 0.00 0.00 0.00
C 5.9855 -0.3098 -2.8400 0.00 0.00 0.00
H -4.6384 -1.3118 0.2723 0.00 0.00 0.00
H -1.6424 2.8603 2.8432 0.00 0.00 0.00
H 5.2164 -0.0996 -4.8565 0.00 0.01 0.00
H -4.2729 -0.5618 1.8381 0.02 0.00 0.00
H -3.9920 1.0182 -1.5723 0.00 0.00 0.00
H -3.6811 0.9249 -3.9976 0.00 0.00 0.00
H 0.2947 4.7583 -2.3524 0.00 0.00 0.00
H -4.6756 0.4580 0.4553 0.00 0.00 -0.01
H -1.0995 -2.0586 -1.0461 0.00 0.00 0.00
H 2.8821 -0.3010 -4.1895 -0.03 -0.02 0.03
H -1.9933 -0.8315 5.9804 0.00 0.01 0.00
H -1.5432 1.9722 -0.8191 0.01 -0.01 0.00
H 1.8918 1.6227 0.1023 0.00 0.00 0.00
H -0.7244 -2.1217 -3.5119 0.00 0.00 0.00
H -0.1379 3.1178 -4.1582 0.00 0.00 0.00
H -3.3441 -2.1208 4.4949 0.01 -0.02 0.00
H 1.3096 4.0197 -0.2219 0.00 0.00 0.00
H -1.4311 2.8927 0.6685 0.00 0.00 -0.01
H 4.0420 -0.7446 -0.0817 0.00 0.00 0.00
H -2.4337 -1.1916 3.2808 0.01 -0.01 -0.05
H 7.0255 -0.2283 -3.1329 0.00 0.00 0.00
H -3.0232 2.4566 0.0356 0.00 0.00 0.00
H -0.6459 -0.7533 4.8323 0.00 0.00 0.00
H 6.4411 -0.5545 -0.7548 0.00 0.00 0.00
H -0.7791 1.3746 3.2817 0.00 0.00 0.01
H -2.0144 -0.6300 -4.9909 0.00 0.00 0.00
H 0.4430 0.7428 -3.8402 0.00 -0.01 0.00
H -0.1977 -2.5097 6.5893 -0.01 0.02 0.01
H -2.2914 1.8145 4.1220 0.00 0.01 0.00
```
Forces are in eV/Å.